(1)
33
Properties=species:S:1:pos:R:3 method="wB97M-V/def2-TZVPD" total_charge=0 spin_multiplicity=6 s2=8.787 mol_weight_g_mol=651.6 e_homo_ev="-6.28 / -7.94" orbital_gap_ev="6.5 / 5.6"
C -1.477 -1.345 -0.486
C 0.493 -0.892 -3.782
Cl 2.573 -0.152 5.467
C 2.070 0.597 -3.034
H -1.599 -1.467 -2.702
Cl 1.746 2.526 4.146
H 0.889 2.424 -3.517
C 1.014 1.056 2.004
C -1.464 -0.862 -1.828
Cl 2.001 -2.841 4.008
H -1.493 -2.372 -0.210
C 1.871 -0.142 3.966
H 0.051 -1.797 -4.185
H -1.708 1.339 -2.546
C 0.008 0.417 -3.937
C -1.522 0.636 -1.755
Br 2.661 -0.108 -0.515
C -1.594 -0.222 0.388
C 0.829 -0.114 1.314
C 1.778 -0.806 -3.203
H -1.689 1.977 0.019
C 1.514 1.065 3.326
Cl 0.694 2.576 1.215
Cl 0.835 -2.840 1.102
H 2.488 -1.607 -3.132
H -1.829 -0.276 1.452
C 0.926 1.344 -3.395
C 1.097 -1.314 1.954
C 1.628 -1.343 3.272
H 3.043 1.016 -2.875
Ir 0.445 -0.057 -1.825
H -0.899 0.688 -4.511
C -1.579 0.962 -0.368

=====

(2)
35
Properties=species:S:1:pos:R:3 method="wB97M-V/def2-TZVPD" total_charge=-1 e_above_lowest_kj_mol=6.4 mol_weight_g_mol=422.1 e_homo_ev=-4.14 orbital_gap_ev=5.6
Cl 5.450 2.834 -0.154
O 1.365 0.915 1.498
C -2.457 -3.353 0.884
H -2.698 -4.149 0.176
H -1.789 -0.444 -1.380
C -0.790 -0.934 -1.506
C 0.953 2.995 0.380
H -0.092 -1.877 -3.374
H -1.476 -0.749 -3.581
C -1.160 -1.387 1.432
C -2.736 -2.277 3.041
H 0.110 -2.747 -0.829
C 3.027 1.664 -0.088
Cl 3.968 5.609 0.034
H -0.428 -0.633 1.140
N 0.216 -0.065 -0.989
O 0.397 0.123 -3.241
O 1.398 1.709 -2.026
C -0.542 -0.939 -3.025
O 3.454 0.665 -0.641
C -3.071 -3.291 2.135
H -3.225 -2.232 4.017
C 3.094 4.144 0.128
Cl 0.815 5.648 0.029
C 3.764 2.940 0.023
Cl -0.730 2.922 0.476
C -0.907 -2.331 -0.867
C 1.650 4.170 0.190
C -1.541 -2.357 0.505
H -3.823 -4.034 2.402
C 1.669 1.742 0.651
C 0.718 0.678 -2.020
H -1.386 -0.623 3.425
H -1.471 -2.967 -1.555
C -1.727 -1.367 2.709

=====

(3)
33
Properties=species:S:1:pos:R:3 method="wB97M-V/def2-TZVPD" total_charge=-1 spin_multiplicity=4 s2=3.789 mol_weight_g_mol=422.8 e_homo_ev="-1.12 / -4.39" orbital_gap_ev="3.9 / 6.8"
C 0.829 -3.169 4.129
H 1.858 -1.840 -0.814
H 1.216 -3.914 4.811
C 1.229 -1.837 4.223
H 0.944 0.130 3.356
C 1.715 1.600 -2.471
C -2.447 3.324 -2.260
C -3.397 2.540 -1.632
H 3.816 1.426 -2.813
H -3.865 0.699 -0.663
C 3.013 -0.317 -1.776
H -0.380 -4.543 3.008
C -0.562 -2.580 2.229
F -0.274 3.640 -3.012
Pd -1.206 -0.990 -0.357
C -1.169 2.825 -2.379
S -1.567 -3.035 0.908
C 0.552 1.009 -1.928
C -1.795 0.802 -1.265
C -3.085 1.284 -1.137
F -4.669 3.028 -1.505
N 0.664 -0.255 -1.350
N -0.203 -1.269 2.412
H 1.653 2.569 -2.943
H 3.951 -0.851 -1.700
C 0.702 -0.922 3.354
H 1.948 -1.511 4.960
C -0.059 -3.519 3.135
H -2.694 4.303 -2.647
C 2.926 0.963 -2.401
C 1.852 -0.860 -1.284
O -0.729 -0.300 1.699
C -0.768 1.570 -1.889

=====

(4)
41
Properties=species:S:1:pos:R:3 method="wB97M-V/def2-TZVPD" total_charge=0 mol_weight_g_mol=546.8 e_homo_ev=-7.94 orbital_gap_ev=8.2
C 1.511 2.959 2.837
H 5.899 -2.668 0.249
F -3.548 1.750 2.804
N 0.737 3.131 1.720
O 1.592 -0.669 0.232
C 4.910 -3.073 0.404
O -0.696 -1.824 -0.384
H -0.671 4.418 2.535
C -0.523 3.818 1.641
C -2.856 1.188 0.604
C 1.302 2.463 0.697
O -1.658 0.945 1.008
C -3.865 1.625 1.499
N 1.410 -1.970 0.178
S 0.748 2.441 -0.903
N 2.442 1.910 1.161
H 3.023 1.294 0.613
F -4.852 1.357 -2.477
Cd -0.288 0.204 -0.345
H 3.904 -1.239 -0.092
C 2.576 2.197 2.494
H 3.404 1.854 3.076
H 3.349 -5.962 1.211
H 1.239 3.390 3.779
F -6.727 2.226 -0.657
C 4.748 -4.396 0.781
C 3.475 -4.924 0.939
H -0.533 4.451 0.753
F -6.036 2.373 1.992
F -2.350 0.693 -1.671
N 0.321 -2.548 -0.114
H 5.613 -5.017 0.949
C -3.274 1.105 -0.742
C -4.546 1.434 -1.176
C 2.361 -4.130 0.747
C -5.143 1.954 1.086
C 3.803 -2.268 0.213
H -1.326 3.083 1.559
C -5.494 1.875 -0.259
C 2.533 -2.797 0.392
H 1.365 -4.521 0.865

=====

(5)
33
Properties=species:S:1:pos:R:3 method="wB97M-V/def2-TZVPD" total_charge=0 mol_weight_g_mol=336.2 e_homo_ev=-9.01 orbital_gap_ev=7.4
C -2.098 -1.533 4.758
H -3.616 -0.758 6.084
Cl -3.393 -2.313 8.461
C 2.063 -3.761 0.852
H 0.384 2.578 2.486
H 2.396 -3.554 -0.176
H 0.590 2.083 0.827
C -2.829 -1.481 5.933
H 2.749 -5.905 3.390
O 1.854 0.141 2.336
C 0.160 1.784 1.776
Cl 3.871 -5.803 0.779
C 0.759 -3.104 2.846
H -2.454 -0.907 3.927
H -1.226 -3.959 7.625
H 0.665 -2.162 0.899
C 2.663 -4.841 1.531
C 0.700 0.473 2.264
O -2.724 -0.089 2.142
O -1.250 1.566 1.639
C -1.465 -3.271 6.803
H 1.078 -4.577 4.484
C 1.140 -2.980 1.478
N -0.416 -0.294 2.558
H -1.000 -1.905 2.423
C -0.703 -3.261 5.635
C 2.266 -5.073 2.854
C -0.928 -2.316 4.568
H 0.053 -4.027 5.595
C -0.291 -2.193 3.275
C -1.572 0.343 2.116
C -2.517 -2.375 6.985
C 1.339 -4.261 3.479

=====

(6)
35
Properties=species:S:1:pos:R:3 method="wB97M-V/def2-TZVPD" total_charge=+2 spin_multiplicity=4 s2=3.826 mol_weight_g_mol=368.2 e_homo_ev="-14.87 / -16.38" orbital_gap_ev="7.5 / 5.2"
O 2.879 -0.185 0.041
C 1.761 0.072 -0.065
C -1.240 0.212 6.123
O 0.259 1.816 2.464
N 0.038 1.338 10.679
C -0.011 -1.745 -1.556
C 0.131 1.267 1.453
C -1.053 -0.690 3.323
H -1.836 0.021 3.538
H -2.005 1.287 7.852
N -0.242 -1.126 4.349
H -0.938 -0.111 -2.611
C -0.042 0.495 8.214
C 0.987 -0.739 6.401
C -0.010 1.985 -1.108
O -2.921 -0.145 0.001
H 0.627 -2.931 1.752
C -1.181 0.714 7.427
H -0.951 -2.253 -1.317
C 0.001 0.967 9.567
C 0.243 -2.224 2.480
H 1.289 -2.654 4.419
O -0.009 2.996 -1.672
H -2.119 0.372 5.499
N -0.771 -1.327 2.198
C 0.595 -2.101 3.802
H 0.927 -2.258 -1.316
C -0.011 -0.530 -2.190
Co -0.006 0.518 -0.136
H 1.824 -1.297 5.982
H 1.968 -0.320 8.270
C -1.783 0.049 0.011
C 1.054 -0.200 7.689
H 0.915 -0.114 -2.618
C -0.168 -0.549 5.635

=====

Calculated values (eV/Å) of largest force on an atom for the records, taken in order: 7.3, 2.9, 1.0, 1.6, 3.6, 6.6.